C4H10BN | wB97M-V/def2-TZVPD

Gap between HOMO and LUMO (spin up / spin down): 7.926 / 7.133 eV
Max |F|: 2.8 eV Å⁻¹
Energy above the lowest of the compared OMol25 structures with the same formula, charge and spin: 4.587 eV
Charge: 0
E_LUMO (spin up / spin down): 0.35 / 0.49 eV
Multiplicity: 1
HOMO level (spin up / spin down): -7.57 / -6.64 eV

Each line ends with the Mulliken charge.
Cartesian coordinates (Å):
B 0.398 1.098 -0.082  -0.128
C 2.057 0.949 -0.090  -0.310
C 2.434 -0.338 0.501  -0.978
C -2.028 0.976 0.052  -0.851
C -0.796 -1.170 -0.289  -0.737
N -0.750 0.292 -0.123  0.199
H 2.258 0.853 -1.093  0.281
H 2.636 1.861 0.326  0.270
H 2.548 -0.470 1.569  0.311
H 2.038 -1.287 0.115  0.364
H -1.575 1.994 0.408  0.268
H -2.626 1.201 -0.928  0.247
H -2.704 0.475 0.791  0.305
H 0.105 -1.586 0.191  0.192
H -1.748 -1.585 0.030  0.288
H -0.752 -1.332 -1.395  0.280


C6H23ClN5O5Zr | wB97M-V/def2-TZVPD

Gap between HOMO and LUMO: 2.114 eV
Max |F|: 5.2 eV Å⁻¹
Charge: +3
E_LUMO: -14.90 eV
Multiplicity: 1
HOMO level: -17.02 eV

Each line ends with the Mulliken charge.
Cartesian coordinates (Å):
Zr 4.047 -0.161 0.586  1.692
Cl 1.596 -0.038 0.864  -0.193
C 0.773 -1.093 4.679  0.693
O 1.956 -1.147 4.306  -0.788
N -0.220 -0.501 3.931  -0.321
N 0.285 -1.653 5.819  -0.383
H -1.161 -0.721 4.188  0.210
H 0.104 -0.184 3.038  0.102
H 0.914 -2.246 6.335  0.266
H -0.713 -1.690 5.852  0.182
C 0.551 3.968 1.224  0.717
O 1.427 3.687 0.382  -0.802
N -0.048 2.943 1.879  -0.282
N 0.150 5.182 1.585  -0.393
H 0.489 2.136 1.604  0.080
H -0.671 2.985 2.663  0.208
H 0.805 5.929 1.396  0.264
H -0.548 5.384 2.277  0.209
C -0.230 -0.016 -2.694  -0.985
C -1.245 -1.146 -2.819  0.596
C -2.137 -1.145 -4.082  -0.727
O -3.210 -1.973 -3.856  -0.270
C -3.928 -2.315 -5.033  -0.697
N -0.529 -2.393 -2.574  -0.488
H 0.299 -0.239 -1.762  -0.043
H -0.587 1.011 -2.661  0.443
H 0.508 -0.106 -3.493  0.347
H -1.956 -1.110 -1.969  0.276
H -1.462 -1.502 -4.879  0.420
H -2.263 -0.093 -4.369  0.451
H -4.281 -1.390 -5.501  0.337
H -4.805 -2.911 -4.800  0.270
H -3.291 -2.846 -5.745  0.338
H -1.059 -3.208 -2.884  0.328
H -0.323 -2.578 -1.596  0.237
O 3.532 -1.795 2.224  -0.525
H 3.673 -2.753 2.130  0.373
H 2.780 -1.709 2.885  0.475
O 3.681 2.087 0.329  -0.490
H 4.313 2.826 0.244  0.343
H 2.785 2.524 0.297  0.527


C46H117Cl2N7O16 | wB97M-V/def2-TZVPD

Gap between HOMO and LUMO: 8.551 eV
Max |F|: 3.5 eV Å⁻¹
Charge: 0
SMILES: COCCNCCOC.COCCNCCOC.COCCNCCOC.COCCNCCOC.COCCNCCOC.COCCNCCOC.COCCNCCOC.ClCCCl.CO.CO
E_LUMO: 0.02 eV
Multiplicity: 1
HOMO level: -8.54 eV

Each line ends with the Mulliken charge.
Cartesian coordinates (Å):
C 0.393 2.578 -6.430  -0.781
O -0.110 2.413 -7.753  -0.294
C -0.768 3.536 -8.277  -0.337
C -1.587 3.105 -9.524  -0.990
N -2.838 2.368 -9.144  -0.375
C -3.799 3.278 -8.514  -0.397
C -5.259 2.989 -8.662  -0.846
O -5.769 2.204 -7.560  -0.184
C -7.017 1.628 -7.907  -0.890
H 0.603 1.632 -5.930  0.277
H -0.353 3.074 -5.809  0.295
H 1.214 3.289 -6.342  0.339
H -0.001 4.260 -8.551  0.409
H -1.425 3.985 -7.532  0.343
H -0.949 2.423 -10.086  0.380
H -1.763 3.969 -10.166  0.416
H -2.485 1.555 -8.660  0.233
H -3.521 4.294 -8.795  0.527
H -3.538 3.330 -7.457  0.276
H -5.375 2.393 -9.567  0.349
H -5.834 3.909 -8.776  0.300
H -7.134 1.210 -8.907  0.362
H -7.835 2.302 -7.652  0.349
H -7.262 0.798 -7.244  0.241
C 4.416 -11.336 -0.157  -0.740
O 4.352 -10.956 1.250  -0.346
C 3.046 -10.970 1.728  -0.544
C 2.936 -10.397 3.141  -0.684
N 3.310 -8.970 3.240  -0.380
C 2.312 -8.006 2.713  -0.518
C 2.745 -6.573 3.089  -0.683
O 3.801 -6.079 2.193  -0.305
C 4.029 -4.684 2.170  -0.705
H 5.417 -11.645 -0.459  0.262
H 3.920 -10.676 -0.868  0.280
H 3.762 -12.205 -0.232  0.332
H 2.700 -12.003 1.708  0.437
H 2.473 -10.425 0.978  0.362
H 3.470 -11.095 3.786  0.343
H 1.871 -10.437 3.368  0.317
H 4.021 -8.993 2.524  0.267
H 1.338 -8.254 3.136  0.481
H 2.178 -8.079 1.634  0.275
H 3.090 -6.551 4.123  0.321
H 1.865 -5.931 3.052  0.416
H 3.230 -4.205 1.603  0.276
H 4.971 -4.501 1.653  0.238
H 3.997 -4.271 3.178  0.298
C -3.477 -4.858 3.452  -0.731
O -3.242 -4.923 4.915  -0.339
C -3.993 -3.972 5.634  -0.353
C -3.166 -3.476 6.820  -0.425
N -3.831 -2.495 7.663  -0.373
C -4.816 -3.062 8.610  -0.527
C -4.307 -3.930 9.793  -0.448
O -5.303 -4.285 10.690  -0.371
C -6.267 -5.211 10.247  -0.740
H -2.901 -5.632 2.944  0.256
H -3.202 -3.941 2.932  0.303
H -4.550 -4.995 3.317  0.328
H -4.946 -4.312 6.038  0.209
H -4.263 -3.151 4.970  0.355
H -2.176 -3.183 6.471  0.286
H -3.044 -4.314 7.506  0.118
H -4.336 -1.882 7.039  0.308
H -5.585 -3.479 7.959  0.349
H -5.355 -2.232 9.069  0.303
H -3.574 -3.349 10.352  0.260
H -3.768 -4.822 9.473  0.370
H -5.816 -6.012 9.661  0.322
H -6.963 -4.696 9.586  0.284
H -6.918 -5.497 11.074  0.255
C -1.415 -2.157 -7.694  -0.869
O -2.475 -1.399 -7.130  -0.257
C -2.580 -1.575 -5.737  -0.517
C -3.407 -0.427 -5.249  -0.350
N -3.809 -0.421 -3.834  -0.334
C -4.625 0.726 -3.448  -0.523
C -4.915 0.884 -1.928  -0.756
O -3.734 0.883 -1.206  -0.186
C -3.940 1.323 0.172  -0.798
H -0.442 -1.667 -7.671  0.297
H -1.622 -2.371 -8.742  0.281
H -1.184 -3.106 -7.210  0.376
H -1.605 -1.714 -5.270  0.367
H -3.129 -2.503 -5.579  0.310
H -4.293 -0.391 -5.883  0.210
H -2.817 0.464 -5.467  0.201
H -3.056 -0.403 -3.161  0.218
H -5.570 0.705 -3.992  0.329
H -4.163 1.662 -3.763  0.341
H -5.566 0.101 -1.538  0.382
H -5.595 1.728 -1.818  0.419
H -4.472 2.273 0.228  0.310
H -2.999 1.383 0.719  0.212
H -4.576 0.585 0.661  0.335
C -4.282 6.475 -2.434  -0.785
O -5.007 6.578 -3.704  -0.224
C -5.891 7.676 -3.782  -0.503
C -6.506 7.577 -5.226  -0.551
N -7.603 8.527 -5.455  -0.450
C -7.108 9.899 -5.442  -0.755
C -6.315 10.258 -6.720  -0.528
O -7.069 10.076 -7.945  -0.346
C -6.300 10.226 -9.107  -0.743
H -3.648 5.596 -2.318  0.242
H -5.079 6.380 -1.697  0.308
H -3.722 7.398 -2.286  0.301
H -5.190 8.506 -3.695  0.327
H -6.616 7.656 -2.968  0.353
H -6.915 6.571 -5.310  0.422
H -5.661 7.596 -5.915  0.196
H -7.904 8.535 -6.419  0.359
H -6.539 10.096 -4.533  0.359
H -7.961 10.573 -5.516  0.341
H -5.418 9.638 -6.701  0.358
H -5.910 11.263 -6.608  0.471
H -5.650 11.100 -9.130  0.308
H -6.997 10.309 -9.941  0.253
H -5.779 9.290 -9.310  0.287
C 2.124 1.576 5.151  -0.733
O 2.872 2.098 6.225  -0.299
C 4.205 1.560 6.353  -0.695
C 5.038 2.588 7.144  -0.607
N 4.514 2.803 8.472  -0.410
C 4.982 4.090 8.988  -0.634
C 4.102 4.436 10.269  -0.687
O 2.730 4.641 9.910  -0.308
C 1.793 4.523 10.936  -0.750
H 2.707 1.726 4.242  0.298
H 1.233 2.194 5.045  0.234
H 1.906 0.535 5.392  0.288
H 4.580 1.241 5.380  0.558
H 4.181 0.642 6.941  0.300
H 4.951 3.496 6.547  0.328
H 6.077 2.290 7.283  0.362
H 3.513 2.802 8.341  0.315
H 4.867 4.947 8.324  0.347
H 6.042 4.040 9.237  0.388
H 4.522 5.273 10.826  0.471
H 4.153 3.633 11.005  0.368
H 0.788 4.437 10.523  0.245
H 1.753 5.389 11.597  0.291
H 1.949 3.597 11.488  0.331
C 7.945 -2.701 4.693  -0.706
O 8.154 -1.712 3.733  -0.262
C 9.462 -1.094 3.830  -0.616
C 9.645 -0.218 2.579  -0.708
N 9.550 -1.051 1.369  -0.317
C 9.639 -0.237 0.135  -0.710
C 9.292 -1.169 -1.179  -0.603
O 8.063 -1.802 -1.217  -0.333
C 6.886 -1.009 -0.962  -0.661
H 6.907 -3.025 4.619  0.163
H 8.116 -2.312 5.696  0.288
H 8.683 -3.483 4.511  0.327
H 10.230 -1.864 3.758  0.345
H 9.428 -0.570 4.786  0.446
H 10.681 0.119 2.603  0.331
H 9.071 0.706 2.510  0.411
H 8.720 -1.626 1.387  0.275
H 10.603 0.254 0.003  0.425
H 8.929 0.590 0.160  0.374
H 10.122 -1.870 -1.262  0.344
H 9.307 -0.441 -1.989  0.393
H 6.828 -0.104 -1.567  0.323
H 6.758 -0.658 0.062  0.227
H 5.997 -1.586 -1.216  0.245
Cl -0.089 -5.513 -2.732  -0.190
C 1.363 -4.957 -3.574  -0.312
C 2.621 -5.502 -2.962  -0.329
Cl 2.751 -7.280 -3.032  -0.190
H 1.320 -3.875 -3.447  0.228
H 1.252 -5.157 -4.639  0.304
H 2.657 -5.359 -1.882  0.162
H 3.539 -5.112 -3.403  0.328
C 0.054 0.174 -0.936  -0.436
O 1.406 -0.005 -1.219  -0.530
H -0.331 -0.689 -0.393  0.227
H -0.005 1.081 -0.335  0.243
H -0.490 0.338 -1.867  0.185
H 1.847 0.829 -1.042  0.305
C 1.929 5.071 -0.549  -0.433
O 2.814 4.023 -0.945  -0.482
H 1.936 5.881 -1.279  0.249
H 0.976 4.544 -0.517  0.143
H 2.167 5.525 0.413  0.258
H 3.700 4.339 -1.137  0.273


C42H55BaBrN12O5P2S | wB97M-V/def2-TZVPD

Gap between HOMO and LUMO: 6.275 eV
Max |F|: 10.2 eV Å⁻¹
Energy above the lowest of the compared OMol25 structures with the same formula, charge and spin: 2.193 eV
Charge: 0
E_LUMO: -0.03 eV
Multiplicity: 1
HOMO level: -6.30 eV

Each line ends with the Mulliken charge.
Cartesian coordinates (Å):
Ba -0.008 -0.071 0.187  5.146
C 2.781 3.204 3.033  -0.912
N 2.718 2.010 2.228  0.730
C 3.732 1.916 1.207  -0.989
P 1.774 0.693 2.601  -0.426
O 1.650 -0.260 1.518  -1.658
O 0.464 1.420 3.169  1.005
P -1.108 1.301 2.775  -1.320
O -1.393 0.954 1.405  0.076
N -1.629 2.830 3.153  0.892
C -1.169 3.644 4.252  -1.160
C -2.803 3.308 2.455  -0.971
N -1.749 0.194 3.856  0.643
C -1.233 -1.140 3.598  -0.664
C -1.796 0.496 5.268  -1.060
N 2.250 -0.102 4.003  0.861
C 3.141 -1.230 3.828  -0.762
C 2.443 0.608 5.247  -0.908
H 3.782 3.335 3.461  0.350
H 2.055 3.145 3.842  0.114
H 2.547 4.080 2.418  0.311
H 4.735 1.952 1.647  0.341
H 3.629 2.748 0.505  0.370
H 3.610 0.982 0.661  0.036
H -0.378 3.121 4.786  0.240
H -1.983 3.872 4.952  0.411
H -0.766 4.595 3.880  0.245
H -3.031 2.622 1.642  0.036
H -2.621 4.297 2.025  0.325
H -3.671 3.372 3.120  0.361
H -1.271 -1.363 2.531  -0.226
H -1.853 -1.870 4.119  0.488
H -0.198 -1.248 3.949  0.161
H -2.122 1.522 5.417  0.388
H -0.821 0.347 5.749  0.209
H -2.519 -0.174 5.736  0.309
H 4.188 -0.947 3.985  0.340
H 3.018 -1.617 2.818  -0.150
H 2.874 -2.012 4.544  0.347
H 1.646 1.342 5.373  0.069
H 3.411 1.125 5.293  0.228
H 2.394 -0.107 6.073  0.384
Br 6.295 -3.767 2.532  -0.201
C 4.752 -3.667 1.415  0.022
C 4.541 -2.523 0.658  -0.659
C 3.421 -2.440 -0.138  0.486
C 2.511 -3.505 -0.203  -0.545
C 2.753 -4.650 0.569  -0.579
C 3.861 -4.724 1.391  -0.700
N 1.388 -3.336 -0.952  0.845
C 0.919 -4.130 -1.811  -0.589
C -0.325 -3.851 -2.525  0.502
C -0.767 -4.731 -3.519  -1.079
C -1.954 -4.455 -4.172  -0.627
C -2.675 -3.332 -3.797  -0.681
C -2.141 -2.501 -2.814  -0.471
N -0.994 -2.744 -2.218  0.700
H 5.251 -1.709 0.704  0.405
H 3.212 -1.561 -0.727  0.175
H 2.046 -5.464 0.552  0.487
H 4.039 -5.597 2.003  0.440
H 1.430 -5.055 -2.115  0.412
H -0.184 -5.602 -3.776  0.499
H -2.308 -5.107 -4.958  0.421
H -3.624 -3.104 -4.258  0.549
H -2.644 -1.602 -2.485  0.299
C 0.857 4.505 0.207  -0.967
C 1.545 4.798 -0.961  -1.424
C 1.937 3.759 -1.782  -0.834
C 1.663 2.435 -1.409  0.016
N 0.975 2.180 -0.293  2.073
C 0.579 3.175 0.466  -1.024
C 2.078 1.289 -2.230  0.881
C 3.209 1.434 -3.049  -0.526
C 3.587 0.427 -3.913  -1.146
C 2.824 -0.731 -3.960  -1.038
C 1.743 -0.880 -3.104  -0.318
C 1.314 0.099 -2.192  -0.408
H 0.529 5.282 0.879  0.615
H 1.758 5.825 -1.226  0.441
H 2.435 3.983 -2.714  0.553
H -0.002 2.923 1.340  0.409
H 3.823 2.325 -2.987  0.405
H 4.459 0.543 -4.543  0.376
H 3.083 -1.519 -4.658  0.409
H 1.192 -1.808 -3.133  0.019
N -5.266 -0.222 3.240  -0.351
C -6.064 -0.477 2.172  0.200
O -7.202 -0.879 2.301  -0.669
C -5.459 -0.167 0.847  0.244
C -6.305 0.103 -0.226  -0.565
C -5.748 0.434 -1.447  -0.924
C -4.363 0.483 -1.546  -0.127
N -3.554 0.171 -0.548  0.546
C -4.085 -0.157 0.614  -0.774
H -5.603 -0.500 4.147  0.221
H -4.296 0.017 3.135  0.289
H -7.373 0.047 -0.064  0.499
H -6.368 0.655 -2.301  0.461
H -3.869 0.803 -2.453  0.107
H -3.376 -0.444 1.375  0.545
O -2.145 -4.116 1.285  -0.774
C -1.636 -3.115 0.903  1.283
N -1.135 -2.101 0.581  -3.362
S -1.770 2.366 -3.419  -0.445
C -1.178 1.392 -4.623  0.411
N -1.993 0.536 -5.267  -0.086
C -1.553 -0.436 -6.242  -0.838
C -0.061 -0.680 -6.068  0.240
C 0.647 0.669 -6.082  -0.794
N 0.090 1.514 -5.052  -0.053
H -2.943 0.505 -4.938  0.240
H -1.753 -0.063 -7.254  0.365
H -2.116 -1.361 -6.102  0.390
H 0.315 -1.318 -6.864  0.448
H 0.116 -1.156 -5.105  -0.405
H 0.508 1.149 -7.059  0.420
H 1.715 0.553 -5.902  0.289
H 0.712 2.014 -4.437  0.136